{
  "formula": "C2H7N3OS",
  "method": "wB97M-V/def2-TZVPD",
  "elements": ["C", "C", "H", "H", "H", "H", "H", "H", "H", "N", "N", "N", "O", "S"],
  "coordinates": [[-1.83283, -0.97234, 0.30742], [0.37481, 0.30511, -0.01418], [-2.22124, -1.98233, 0.21342], [-2.40711, -0.16555, -0.18761], [-1.73401, -0.81995, 1.40926], [0.19376, 2.15981, 0.39036], [-0.88044, 1.35840, -1.30153], [3.71406, 0.07505, -0.24109], [2.62716, -1.36257, -0.28719], [-0.53598, 1.22936, 0.52408], [1.66598, 0.67570, -0.02937], [2.73651, -0.25019, 0.03413], [-1.58817, 1.17069, -0.58193], [-0.11250, -1.42119, -0.23574]],
  "atomic_forces_ev_per_a": [[-0.3, -3.0, 1.7], [5.5, -2.1, 1.0], [-0.9, 0.0, 0.0], [0.5, -1.9, 0.4], [-0.3, 0.2, -0.9], [-3.0, -2.4, 0.6], [-2.6, -0.3, 0.7], [-2.5, 0.0, 0.3], [-0.2, 4.0, 0.9], [2.0, 2.1, -2.1], [-1.3, -1.0, 0.1], [-0.1, -2.8, -1.3], [4.1, 4.5, -1.6], [-1.0, 2.7, 0.2]],
  "homo_ev": -8.18,
  "molar_mass_g_mol": 121.165,
  "smiles": "CS/C(=N\\N)NO",
  "orbital_gap_ev": 8.80
}


{
  "formula": "C2H7N3P3",
  "method": "wB97M-V/def2-TZVPD",
  "elements": ["C", "C", "N", "N", "N", "P", "P", "P", "H", "H", "H", "H", "H", "H", "H"],
  "coordinates": [[-1.35348, 0.60301, -2.53242], [-1.47562, 1.67496, -3.44787], [2.28010, -0.93434, 2.62037], [-1.23169, -0.41523, -1.92118], [0.44710, -1.35843, 0.80519], [2.01023, -1.25514, 1.10713], [2.14449, -1.47473, 4.12282], [-1.26179, -1.83907, -1.22452], [-2.04970, 2.50408, -2.88328], [-2.09874, 1.45762, -4.20562], [-0.56869, 2.12429, -3.76489], [-0.46762, -1.16569, 1.37213], [2.91187, -0.43538, 4.69069], [3.38628, -2.21457, 4.32549], [-0.26827, -2.40370, -2.12145]],
  "atomic_forces_ev_per_a": [[1.1, -3.8, 1.9], [-0.5, 3.0, 3.7], [-0.1, 0.2, -0.1], [-0.6, 5.9, -3.6], [-1.8, 0.4, 0.3], [-1.5, -0.3, -1.6], [2.2, 0.3, 1.6], [0.7, -3.3, 1.6], [0.9, -1.0, -0.7], [-2.0, -1.1, -3.0], [1.1, 0.1, -0.2], [2.8, -0.5, -0.7], [-0.8, 0.5, 0.6], [-1.0, -0.6, -0.5], [-0.4, 0.3, 0.6]],
  "charge": 1,
  "homo_ev": [-12.53, -11.69],
  "molar_mass_g_mol": 166.021,
  "orbital_gap_ev": [7.27, 6.21]
}


{
  "formula": "C2H7N3S",
  "method": "wB97M-V/def2-TZVPD",
  "elements": ["C", "C", "H", "H", "H", "H", "H", "H", "H", "N", "N", "N", "S"],
  "coordinates": [[0.28453, 1.37714, -0.14999], [0.21505, -0.14978, -0.21339], [-0.53762, 1.82528, -0.69525], [0.03479, 1.68556, 0.85626], [1.24957, 1.75216, -0.38823], [-0.94471, -1.76339, -0.64927], [-2.84316, -0.21956, 0.09518], [-2.01092, -0.98856, 1.26550], [3.54266, -1.23567, -0.22383], [-1.04278, -0.75125, -0.47449], [-1.97324, -0.34525, 0.51523], [1.22503, -0.92830, -0.13258], [2.80080, -0.25838, 0.19487]],
  "atomic_forces_ev_per_a": [[-1.6, -1.2, 0.9], [0.8, 0.4, -0.5], [0.2, 0.0, -0.6], [0.2, 0.0, 0.6], [0.7, 0.2, -0.5], [-0.1, 0.7, 0.4], [-1.6, 0.1, -0.6], [-0.1, -0.7, 0.8], [0.3, -1.2, -0.5], [0.8, 0.3, 0.0], [1.4, 0.3, -0.4], [0.5, -0.2, 0.1], [-1.5, 1.3, 0.3]],
  "homo_ev": -8.36,
  "molar_mass_g_mol": 105.166,
  "smiles": "C/C(=N\\S)NN",
  "orbital_gap_ev": 9.38
}


{
  "formula": "C2H7N3S2",
  "method": "wB97M-V/def2-TZVPD",
  "elements": ["C", "C", "H", "H", "H", "H", "H", "H", "H", "N", "N", "N", "S", "S"],
  "coordinates": [[-2.33214, 0.49978, 0.40684], [1.24282, -0.81980, -0.06130], [-1.73205, 1.30531, 0.83408], [-2.74553, -0.11612, 1.21003], [-3.15018, 0.90164, -0.14580], [-0.23130, -1.95852, 0.61250], [3.00343, -1.51135, 0.00702], [2.57144, 0.47242, -0.89136], [0.17212, 2.17997, -1.02749], [-0.09752, -1.00870, 0.26417], [2.04130, -1.81025, 0.11232], [1.60769, 0.42691, -0.56429], [-1.36451, -0.47911, -0.75324], [1.01444, 1.91782, -0.00347]],
  "atomic_forces_ev_per_a": [[0.6, -0.3, 0.7], [0.2, -0.6, 0.2], [0.0, -0.1, -0.1], [0.1, 0.0, -0.1], [-0.6, 0.4, -0.5], [0.2, 0.4, -0.1], [0.2, 0.0, 0.0], [-0.5, -0.1, 0.2], [0.1, 0.0, 0.1], [-0.2, -0.2, 0.0], [-0.4, 0.6, -0.1], [0.4, 0.2, -0.1], [0.1, 0.0, 0.2], [-0.1, -0.2, -0.2]],
  "homo_ev": -8.97,
  "molar_mass_g_mol": 137.233,
  "smiles": "[H]/N=C(\\NS)NSC",
  "orbital_gap_ev": 9.59
}


{
  "formula": "C2H7N4O",
  "method": "wB97M-V/def2-TZVPD",
  "elements": ["C", "C", "N", "N", "N", "N", "O", "H", "H", "H", "H", "H", "H", "H"],
  "coordinates": [[-0.28620, 0.90454, -0.28866], [-0.44112, -0.56760, -0.78253], [-1.00688, 1.47354, 0.62957], [-0.92747, -1.50614, 0.17544], [-0.06606, -0.72320, -2.03345], [-0.81486, -1.17718, 1.65112], [0.84747, 1.48076, -0.80326], [-0.67506, 2.41322, 0.92874], [-0.75922, -2.42107, 0.06499], [-0.08398, -1.49854, -2.72342], [0.26719, 0.15483, -2.07449], [-1.19624, -0.25518, 1.71911], [-1.49428, -1.80630, 1.98462], [0.63512, 2.43488, -0.62241]],
  "atomic_forces_ev_per_a": [[-0.3, 1.1, 2.9], [-2.0, -2.9, 4.4], [1.0, -1.6, -2.0], [1.3, 7.7, -0.9], [-1.9, -3.1, 1.8], [0.9, -0.5, -2.8], [-1.6, 0.6, -0.1], [-0.2, -0.8, -0.4], [0.7, -4.1, -1.1], [0.1, 0.9, 1.0], [2.4, 3.6, -3.5], [-0.4, 0.7, 0.2], [-1.1, -0.8, 1.1], [1.1, -0.8, -0.6]],
  "charge": 1,
  "homo_ev": -14.25,
  "molar_mass_g_mol": 103.105,
  "smiles": "[H]/N=C(\\O)C(=[NH2+])NN",
  "orbital_gap_ev": 9.22
}


{
  "formula": "C2H7N4O",
  "method": "wB97M-V/def2-TZVPD",
  "elements": ["C", "C", "N", "N", "N", "N", "O", "H", "H", "H", "H", "H", "H", "H"],
  "coordinates": [[-0.80845, -0.31859, -0.96022], [0.28425, -0.47219, 0.10793], [-0.87921, 0.58733, -1.82155], [1.16792, 0.50191, 0.11146], [0.29906, -1.51648, 1.05320], [1.04112, 1.67178, -0.56136], [-1.72446, -1.29735, -0.86849], [-1.68838, 0.48123, -2.43031], [1.95353, 0.49987, 0.76664], [1.08782, -1.45168, 1.68955], [0.12468, -2.45982, 0.74215], [1.89091, 2.03129, -0.98100], [0.24589, 1.64643, -1.23293], [-1.68319, -1.81907, -0.05221]],
  "atomic_forces_ev_per_a": [[-0.6, -1.9, 1.5], [0.5, 0.6, -0.4], [0.1, 0.0, -0.1], [0.0, -1.1, 0.5], [0.4, 2.1, -1.2], [-0.3, 1.2, -0.3], [-0.2, -0.2, -0.2], [0.0, 0.0, 0.0], [-0.3, -0.2, -0.1], [-0.2, -0.2, 0.1], [0.0, 0.0, -0.2], [0.2, -0.4, 0.3], [0.5, -0.1, 0.3], [-0.1, 0.3, -0.1]],
  "charge": 1,
  "homo_ev": -13.97,
  "molar_mass_g_mol": 103.105,
  "smiles": "[H]/N=C(\\O)C(=[NH2+])NN",
  "orbital_gap_ev": 9.06
}


{
  "formula": "C2H7N4OS",
  "method": "wB97M-V/def2-TZVPD",
  "elements": ["C", "C", "N", "N", "N", "N", "O", "S", "H", "H", "H", "H", "H", "H", "H"],
  "coordinates": [[-0.44115, -0.83565, 0.10586], [2.44416, 0.47414, -0.29012], [-0.16134, -2.11292, 0.36757], [1.98502, 1.59631, -0.72921], [0.28569, 0.00886, 0.82407], [-1.25731, -0.36593, -0.82015], [-0.13146, 1.32341, 0.63758], [3.21710, -0.76098, 0.15452], [0.08440, -2.45579, 1.19718], [-0.88405, -2.72806, -0.15887], [1.00341, 1.83212, -0.44245], [2.53612, 2.13677, -1.39745], [-1.81058, -1.02534, -1.28545], [-1.22718, 0.67612, -0.86880], [0.24915, 1.85469, 1.48012]],
  "atomic_forces_ev_per_a": [[2.0, 2.5, 2.0], [0.0, 0.1, 0.0], [-4.2, -1.5, -6.9], [0.6, -1.0, -0.1], [0.8, -0.7, 0.8], [0.7, 1.1, 0.5], [0.4, 3.1, 2.4], [0.1, 0.4, -0.4], [1.2, -1.0, 4.2], [2.1, 0.8, 1.4], [0.1, 0.0, 0.1], [-0.2, -0.1, 0.3], [-1.2, -0.1, -1.1], [-0.9, -1.6, -0.5], [-1.5, -2.0, -2.7]],
  "charge": 1,
  "homo_ev": [-12.41, -12.41],
  "molar_mass_g_mol": 135.172,
  "orbital_gap_ev": [7.72, 7.72]
}


{
  "formula": "C2H7N4S2",
  "method": "wB97M-V/def2-TZVPD",
  "elements": ["C", "C", "N", "N", "N", "N", "S", "S", "H", "H", "H", "H", "H", "H", "H"],
  "coordinates": [[-0.40152, -2.65221, 0.82958], [1.98262, -0.90873, -1.24510], [-0.21341, 1.17911, 0.47948], [0.44636, 0.59204, -0.33885], [-0.84909, 2.20742, 0.67767], [0.70718, -0.51446, -0.74677], [-2.54286, 4.48769, 0.81473], [-1.60555, 3.17635, -0.43211], [0.03820, -2.32833, 1.75023], [-1.38902, -2.33294, 0.55888], [0.09741, -3.37460, 0.21382], [2.35681, -1.72120, -0.61803], [1.85177, -1.29595, -2.25681], [2.70551, -0.09127, -1.25206], [-3.18440, 3.57706, 1.56534]],
  "atomic_forces_ev_per_a": [[0.2, 0.6, -0.6], [1.2, -0.4, -0.6], [-0.7, -0.9, 2.1], [2.1, -0.8, -2.6], [-0.7, 1.6, 0.6], [-1.8, 0.3, 1.2], [0.2, 0.2, 0.1], [-0.1, -0.5, -0.4], [0.1, 0.1, 0.3], [-0.2, 0.0, 0.0], [0.1, -0.2, -0.1], [-0.1, 0.1, 0.0], [0.0, 0.0, 0.1], [-0.2, 0.0, 0.0], [-0.1, -0.1, -0.2]],
  "charge": 1,
  "homo_ev": [-12.35, -13.12],
  "molar_mass_g_mol": 151.240,
  "orbital_gap_ev": [5.18, 7.92]
}


{
  "formula": "C2H7N4S2",
  "method": "wB97M-V/def2-TZVPD",
  "elements": ["C", "C", "N", "N", "N", "N", "S", "S", "H", "H", "H", "H", "H", "H", "H"],
  "coordinates": [[-1.31024, 1.56034, 1.01723], [-2.22622, -1.44280, -0.92790], [1.07422, -0.55523, 0.09814], [0.05533, -0.84600, -0.50021], [2.26432, -0.38459, 0.11678], [-1.14895, -0.56098, -0.40873], [4.89836, 0.48689, 0.20873], [3.26226, 0.48519, -0.94014], [-1.53059, 0.56092, 1.29921], [-0.31527, 1.86913, 0.72294], [-2.05598, 2.41220, 1.02582], [-1.71772, -2.11736, -1.60267], [-2.69655, -1.89458, -0.04776], [-2.89977, -0.77882, -1.36696], [4.34680, 1.20569, 1.30553]],
  "atomic_forces_ev_per_a": [[-0.6, 2.9, 0.0], [1.4, -0.1, 1.4], [-1.4, -0.3, 1.1], [-3.1, 0.6, -0.9], [2.4, 0.4, 0.1], [2.7, -1.5, -0.8], [0.0, 0.8, 1.4], [-1.0, -0.1, 0.0], [-0.3, -0.3, 0.4], [0.1, -0.3, 0.1], [0.8, -1.5, 0.2], [-0.5, -0.4, -0.2], [0.2, -0.3, -0.4], [-1.2, 0.7, -1.1], [0.6, -0.7, -1.4]],
  "charge": 1,
  "homo_ev": [-12.05, -13.76],
  "s2": 2.08,
  "molar_mass_g_mol": 151.240,
  "multiplicity": 3,
  "orbital_gap_ev": [6.69, 6.13]
}